# 1
{"formula": "C4H8N3", "method": "ωB97M-V/def2-TZVPD", "total_charge": 1, "relative_energy_kcal_mol": 156.2, "e_tot_ev": -8736.007, "mol_weight_g_mol": 98.13, "elements": ["C", "N", "C", "N", "C", "C", "N", "H", "H", "H", "H", "H", "H", "H", "H"], "positions_angstrom": [[0.378356, -0.898990, -1.645585], [0.082647, 0.374214, -1.037896], [0.874444, 0.850069, 0.281308], [0.292990, -0.006922, 1.236291], [-0.864275, -0.028654, 2.129844], [-1.065383, -0.139946, 0.729302], [-1.228047, 0.086474, -0.478485], [-0.510711, -1.218833, -2.133975], [1.286772, -0.756261, -2.265546], [0.589119, -1.760439, -0.988104], [-0.117711, 1.013549, -1.852400], [0.497153, 1.931101, 0.450635], [1.932916, 0.588336, 0.232240], [-1.331619, 0.966083, 2.483738], [-0.816649, -0.999780, 2.858633]], "forces_ev_per_angstrom": [[3.001, -1.798, -0.883], [-1.184, 0.076, 1.059], [-1.085, 1.833, 0.179], [-0.710, -1.752, -0.837], [-1.401, 0.229, 2.990], [2.704, -1.030, 0.470], [-2.556, 1.099, -0.876], [-0.415, 0.082, -1.114], [-0.789, -0.347, -0.124], [0.032, 1.006, 0.543], [0.710, 0.001, 1.418], [1.312, -1.292, -0.669], [-0.101, 0.776, -0.475], [0.876, -1.647, 0.152], [-0.395, 2.763, -1.833]], "lowdin_charge": [-0.031, -0.086, -0.027, -0.020, 0.015, -0.236, 0.143, 0.099, 0.124, 0.125, 0.217, 0.174, 0.144, 0.160, 0.198]}


# 2
{"formula": "C2H3N3O", "method": "ωB97M-V/def2-TZVPD", "relative_energy_kcal_mol": 92.7, "e_tot_ev": -8636.474, "mol_weight_g_mol": 85.07, "elements": ["C", "C", "H", "H", "H", "N", "N", "N", "O"], "positions_angstrom": [[-0.209373, 0.760282, -0.299271], [0.215709, -1.239664, -0.416460], [-0.286633, 2.651474, -0.148976], [0.384361, -2.157032, -0.444328], [-0.006878, -1.241047, 1.516549], [-0.499631, 1.873198, -0.885002], [-0.173292, -0.354299, -1.272362], [0.615398, -0.831459, 0.935686], [-0.039660, 0.538548, 1.014164]], "forces_ev_per_angstrom": [[-1.929, 3.544, -4.560], [-0.514, 7.861, 0.799], [-0.973, -1.394, -1.520], [1.300, -8.285, -1.541], [-2.065, -2.444, 2.860], [1.637, 0.984, 3.389], [0.730, -1.404, 4.798], [0.159, 3.087, -2.930], [1.653, -1.950, -1.295]], "lowdin_charge": [-0.547, -0.121, 0.089, 0.048, 0.071, 0.121, 0.191, 0.125, 0.023]}


Number 1: gap between HOMO and LUMO 11.39 eV, LUMO level -3.37 eV. Number 2: gap between HOMO and LUMO 10.23 eV, LUMO level 0.50 eV.